Record 1
{"formula": "C39H40N6O5Tc", "method": "wB97M-V/def2-TZVPD", "molar_mass_g_mol": 770.786, "total_charge": 2, "s_squared": 1.14, "e_homo_ev": [-12.3, -12.4], "orbital_gap_ev": [5.61, 6.00], "multiplicity": 2, "energy_ev": -62455.3469, "symbols": ["H", "H", "H", "N", "N", "H", "C", "C", "H", "H", "H", "N", "C", "C", "C", "H", "H", "O", "C", "C", "O", "H", "H", "H", "H", "H", "C", "C", "H", "H", "C", "C", "H", "C", "C", "H", "N", "Tc", "C", "C", "H", "C", "O", "C", "H", "C", "H", "C", "C", "C", "H", "C", "H", "H", "C", "C", "C", "C", "H", "H", "H", "C", "H", "H", "C", "C", "H", "C", "C", "O", "C", "H", "H", "O", "H", "N", "H", "C", "N", "C", "H", "C", "H", "H", "C", "C", "H", "H", "C", "H", "C"], "positions_angstrom": [[2.427, 4.398, -0.888], [-3.008, -4.712, -3.178], [2.476, 6.862, -0.987], [-0.727, 2.123, -1.277], [-0.762, 0.762, -1.205], [0.080, 3.095, 2.252], [0.355, 7.047, -1.196], [0.492, -2.263, 2.734], [1.854, 2.980, 1.225], [-2.383, -0.542, 3.463], [2.809, -3.734, -2.073], [4.096, -2.112, -2.211], [-0.856, 6.371, -1.276], [0.829, -3.814, 4.631], [-1.873, -3.497, -1.873], [6.673, 2.908, 1.543], [-1.624, -4.245, 6.638], [-1.616, -4.601, -1.137], [4.128, 1.768, 1.301], [5.527, 0.381, -0.016], [2.015, -0.466, -0.594], [4.426, -2.486, -3.094], [-1.899, -1.943, 5.147], [2.062, -2.962, 1.011], [-1.295, -5.520, 0.609], [-1.733, 2.708, 0.643], [1.202, -3.363, 3.347], [-2.664, -3.708, -2.995], [-1.770, 6.935, -1.388], [-2.909, -0.568, -4.195], [-1.129, -4.529, 0.183], [-1.794, -1.106, -2.440], [-2.850, 0.711, 0.417], [4.689, -1.035, -1.754], [4.183, -3.671, -0.381], [2.486, -2.400, -0.938], [0.605, 1.312, 1.287], [0.113, -0.360, 0.344], [0.311, 2.818, -1.004], [-1.737, 2.177, 1.593], [6.480, 1.704, 2.805], [0.291, 4.269, -1.064], [0.934, -1.716, 1.668], [-0.255, -3.295, 5.301], [-3.640, -2.859, -4.696], [-1.452, 0.250, -2.194], [4.921, -4.284, -0.899], [-0.897, 4.992, -1.218], [3.076, 0.106, -0.159], [4.401, -0.243, -0.616], [-1.670, -3.787, 0.776], [-0.699, -1.820, 3.387], [-1.835, 4.463, -1.292], [-0.324, 1.601, 3.119], [-1.020, -2.324, 4.648], [-2.606, -1.380, -3.555], [6.597, 1.839, 1.732], [-2.435, 0.803, 1.423], [0.076, -4.508, 7.031], [-1.832, 0.969, -2.919], [0.375, 8.125, -1.260], [-1.562, -0.838, 2.809], [2.682, -4.903, 3.119], [-3.264, 0.724, 2.135], [-0.294, 2.073, 2.126], [1.536, 6.336, -1.046], [1.414, -4.602, 5.082], [5.420, 1.280, 1.011], [-1.371, -2.182, -1.586], [-0.557, -1.997, -0.610], [3.270, -2.992, -1.418], [2.831, -5.297, 0.034], [7.521, 1.367, 1.417], [1.499, 2.222, -0.686], [5.545, -0.700, -2.334], [2.556, -3.762, 1.420], [4.122, -5.098, 1.235], [-3.020, -2.663, -3.836], [-1.489, -0.274, 1.648], [1.706, 2.005, 0.735], [-0.687, -2.946, 7.359], [3.420, -4.558, 0.592], [-0.060, -4.296, 0.205], [4.032, 2.610, 1.970], [-0.639, -3.779, 6.660], [3.014, 1.245, 0.712], [6.510, 0.090, -0.359], [4.715, -2.899, 0.181], [2.205, -4.050, 2.650], [-2.302, 2.780, 2.306], [1.508, 4.958, -0.980]]}

***

Record 2
{"formula": "C39H40NO2Si", "method": "wB97M-V/def2-TZVPD", "molar_mass_g_mol": 582.840, "total_charge": 1, "e_homo_ev": -9.9, "orbital_gap_ev": 4.69, "energy_ev": -54547.2597, "de_lowest_kcal_mol": 0.8, "symbols": ["H", "C", "H", "C", "C", "C", "C", "H", "C", "H", "H", "C", "H", "H", "H", "C", "H", "H", "C", "H", "H", "C", "H", "C", "H", "C", "O", "H", "H", "C", "H", "C", "H", "Si", "C", "H", "C", "H", "C", "H", "H", "C", "H", "C", "H", "C", "C", "H", "H", "C", "C", "C", "H", "H", "C", "H", "H", "H", "O", "C", "H", "C", "C", "H", "C", "H", "H", "C", "C", "H", "H", "N", "C", "C", "C", "H", "C", "H", "C", "C", "C", "H", "C"], "positions_angstrom": [[-1.384, 0.286, -8.104], [-2.692, -4.788, -1.096], [3.551, 3.418, 3.870], [-0.417, 0.859, -4.839], [-5.895, -6.089, -2.424], [-1.465, -0.571, -3.052], [-3.895, -4.857, -1.848], [-0.833, -1.068, -1.009], [-2.360, -2.459, -1.775], [5.470, 2.362, 7.586], [1.004, 2.400, -4.284], [2.363, -2.948, 1.464], [2.520, -3.929, 1.014], [-1.333, 1.718, -9.898], [0.186, -0.309, 1.389], [2.513, 2.417, 1.043], [-2.619, 0.320, 5.641], [0.534, -2.553, 0.368], [-0.232, 1.674, -9.885], [-0.999, -3.611, -0.540], [-3.214, 0.679, 3.403], [2.930, 0.776, 5.936], [-5.190, -3.776, -3.243], [-1.520, -1.279, -1.840], [0.179, 2.230, -10.732], [-0.531, 0.378, -3.486], [-4.617, -6.004, -1.757], [1.297, 3.296, -6.579], [1.892, 5.364, -0.558], [-1.064, 0.269, -5.970], [0.099, 0.625, -9.923], [0.957, 3.781, 2.320], [-1.993, -1.301, 5.197], [1.585, 1.228, 3.433], [3.063, -1.196, 2.994], [3.228, 3.268, -0.802], [3.887, 1.045, 6.927], [0.192, -0.571, 5.158], [2.587, 3.416, 0.066], [2.281, -0.098, 6.044], [-5.783, -6.058, -3.520], [-0.261, 1.180, 3.894], [3.766, -0.821, 3.741], [2.805, 1.613, 4.811], [-2.284, -0.791, -3.749], [-3.567, -2.557, -2.539], [1.064, -0.909, 1.661], [5.254, 3.874, 5.618], [-3.871, -1.733, -3.171], [4.729, 2.154, 6.815], [-1.942, -0.222, 4.973], [3.646, 2.741, 4.724], [-2.369, -5.687, -0.574], [3.971, 0.381, 7.788], [-4.301, -3.727, -2.598], [-6.578, -5.288, -2.099], [-0.318, 0.893, 6.055], [-1.700, -0.607, -5.831], [0.295, 2.341, -8.719], [1.254, -2.175, 1.094], [4.133, -3.050, 2.703], [-2.318, 0.044, 3.509], [3.266, -2.456, 2.412], [-1.437, 1.415, 2.205], [-0.880, 0.753, -7.253], [-0.473, 2.245, 4.132], [0.326, 3.930, 3.202], [4.605, 3.002, 5.711], [-0.009, 1.852, -7.486], [-2.546, -0.901, 3.011], [0.442, 5.686, 1.450], [-1.161, 0.677, 2.852], [-0.491, 0.299, 5.137], [-1.973, -3.622, -1.048], [0.456, 1.953, -5.119], [3.088, 1.492, 0.935], [1.027, 4.774, 1.331], [0.221, 0.737, -2.770], [1.697, 2.598, 2.170], [0.637, 2.455, -6.382], [1.840, 4.591, 0.208], [-6.289, -7.066, -2.120], [1.962, -0.413, 2.623]]}

***

Record 3
{"formula": "C39H41N4P2S2SiZn", "method": "wB97M-V/def2-TZVPD", "molar_mass_g_mol": 785.343, "total_charge": 1, "e_homo_ev": -9.9, "orbital_gap_ev": 7.82, "energy_ev": -143610.6483, "de_lowest_kcal_mol": 15.8, "symbols": ["H", "C", "H", "Zn", "C", "C", "S", "C", "H", "H", "S", "H", "N", "Si", "H", "C", "C", "C", "H", "H", "N", "H", "C", "C", "C", "H", "H", "H", "H", "C", "C", "C", "H", "C", "C", "H", "C", "C", "H", "C", "H", "H", "H", "H", "H", "N", "C", "C", "C", "P", "H", "H", "H", "H", "H", "C", "H", "H", "C", "H", "H", "C", "C", "H", "H", "C", "N", "C", "C", "H", "C", "C", "H", "C", "C", "P", "C", "C", "H", "H", "H", "H", "C", "H", "C", "H", "H", "C", "C", "C"], "positions_angstrom": [[1.592, 3.930, -2.320], [0.106, -1.131, 4.014], [1.903, -0.118, -4.652], [-0.102, -0.951, -0.871], [1.171, -1.573, 4.782], [-7.009, -0.889, 0.088], [-1.895, 0.694, -0.151], [-0.395, 3.853, 3.516], [1.337, 1.463, -1.978], [-5.440, -2.842, 0.246], [0.305, -1.523, -3.029], [2.156, 1.029, 4.292], [-2.005, -0.043, -3.253], [-5.400, 0.102, 0.079], [2.839, 5.266, -0.717], [2.713, -0.946, -6.487], [-2.586, -0.933, -0.047], [1.656, 3.105, 4.589], [-3.645, -4.678, 0.201], [-4.369, 1.817, 1.546], [1.832, -0.385, 1.940], [-6.165, 1.874, 1.646], [-1.452, -2.237, 5.443], [2.294, 1.512, -0.018], [1.810, 2.077, -1.230], [2.239, -1.180, 2.392], [-7.890, -0.201, 0.091], [-5.283, 0.635, 2.519], [0.845, -1.832, -9.207], [-0.645, 2.571, 3.078], [-3.992, -1.220, 0.028], [0.354, -0.695, -6.015], [0.880, 5.089, 4.725], [-5.353, 1.111, -1.528], [3.946, -0.792, 0.112], [3.919, 4.170, 1.294], [2.706, 4.209, -0.519], [5.889, -1.163, -1.323], [-0.988, -1.381, -7.520], [-0.397, -2.763, 6.211], [-4.365, 1.512, -1.747], [-7.105, -1.564, -0.769], [-2.465, -2.460, 5.753], [3.749, -0.872, -6.170], [3.865, -0.751, -2.048], [-1.665, -1.923, -0.154], [-1.213, -1.353, 4.383], [1.706, -0.492, -5.633], [-0.877, -0.533, -3.851], [2.201, -0.283, 0.248], [3.486, 1.811, 1.731], [4.381, -0.600, 2.209], [3.214, -1.694, -8.476], [-1.205, -3.895, 0.117], [7.821, -1.270, -0.362], [4.490, -0.952, -1.162], [1.717, -2.767, 6.512], [-2.019, 0.153, -2.248], [0.059, -1.233, -7.285], [-1.992, -0.904, 3.800], [-1.515, 0.136, -5.611], [0.318, 1.548, 3.302], [1.984, 3.448, -1.421], [-7.160, -1.498, 1.009], [6.257, -1.309, -2.329], [1.430, 1.835, 4.098], [-0.731, -0.295, -5.156], [6.184, -0.973, 1.076], [-3.376, -3.605, 0.145], [2.180, -1.211, 4.525], [6.724, -1.158, -0.210], [-2.034, -3.220, 0.052], [-0.570, -3.466, 7.034], [0.918, -2.351, 5.903], [3.236, 3.642, 0.637], [0.223, -0.091, 2.540], [-5.275, 1.182, 1.575], [0.728, 4.097, 4.307], [-1.584, 2.289, 2.598], [-2.585, 0.593, -3.804], [2.562, 3.292, 5.190], [-5.736, 0.498, -2.372], [-4.372, -2.572, 0.114], [-6.100, 1.933, -1.405], [1.070, -1.525, -8.185], [-1.091, 4.675, 3.264], [6.805, -0.929, 1.964], [2.421, -1.424, -7.760], [4.802, -0.774, 1.224], [3.023, 2.272, 0.879]]}

***

Record 4
{"formula": "C39H42Cl2N3S2Sb2TeZr", "method": "wB97M-V/def2-TZVPD", "molar_mass_g_mol": 1150.170, "total_charge": 3, "e_homo_ev": -15.3, "orbital_gap_ev": 6.33, "energy_ev": -113936.9757, "de_lowest_kcal_mol": 15.2, "symbols": ["C", "C", "H", "H", "H", "H", "H", "C", "C", "H", "C", "C", "H", "C", "H", "C", "C", "H", "C", "C", "H", "H", "H", "H", "Cl", "H", "H", "C", "H", "H", "H", "C", "H", "C", "H", "C", "H", "Sb", "H", "C", "N", "H", "H", "C", "C", "H", "H", "S", "C", "C", "Te", "H", "C", "H", "C", "C", "H", "H", "C", "Zr", "S", "H", "C", "C", "H", "Cl", "C", "N", "C", "C", "H", "C", "C", "C", "H", "C", "C", "H", "C", "H", "C", "C", "N", "C", "H", "H", "H", "H", "Sb", "H", "C", "H"], "positions_angstrom": [[-0.746, 0.352, -3.725], [-2.340, 3.472, 1.534], [-4.340, -2.019, -1.876], [3.883, -3.194, -1.679], [0.345, -0.698, 5.681], [-0.987, -0.570, 4.517], [-5.478, 1.663, -0.661], [0.284, -2.942, -3.331], [-1.046, -1.136, -6.042], [3.163, -2.140, 3.931], [-3.823, 4.187, -2.205], [5.989, 1.338, 2.992], [3.754, -0.617, -1.089], [-0.002, -0.993, 4.696], [-3.410, -0.991, 3.186], [6.018, -0.512, 1.467], [-0.080, 3.187, 0.905], [-2.863, -3.799, -2.484], [4.929, 0.750, 3.667], [-2.217, 4.832, 1.285], [-3.072, 5.476, 1.458], [1.736, 1.717, 5.075], [5.176, -2.882, 0.959], [1.322, 0.566, -4.318], [-3.837, 2.866, 2.135], [6.404, 2.276, 3.346], [-2.861, 0.056, -3.435], [4.476, -2.456, 1.678], [0.658, 2.326, 3.807], [-5.700, -1.784, 0.508], [3.242, -0.787, 5.049], [3.216, -1.053, 3.988], [-1.748, 4.166, -2.752], [0.497, -2.084, -2.277], [1.067, -3.098, -4.064], [-1.899, -3.308, -2.464], [3.722, -4.575, -0.577], [2.609, -2.444, 0.583], [4.532, 1.233, 4.557], [-1.608, -2.411, -1.461], [-0.418, -1.811, -1.328], [2.342, -4.096, -1.579], [-5.056, -1.575, 2.871], [6.533, 0.707, 1.882], [-4.658, 2.206, -1.117], [-0.928, 6.419, 0.650], [-3.990, 5.178, -2.608], [-1.016, -2.193, 1.683], [1.573, 1.767, 3.999], [-4.001, -1.797, 2.759], [-0.435, 1.542, -2.015], [1.037, 4.926, 0.317], [-0.937, -3.578, -3.423], [7.375, 1.148, 1.358], [3.197, -3.724, -1.020], [-2.483, -2.038, 0.811], [-3.229, 0.649, -0.769], [1.051, -0.781, -6.362], [-2.143, -0.898, -5.221], [0.294, -0.324, 0.401], [-1.448, 0.874, 1.654], [-0.052, -2.076, 4.643], [4.389, -0.469, 3.251], [-1.018, 5.355, 0.834], [4.357, -3.178, 2.486], [1.357, 2.150, 0.742], [-1.997, -0.155, -4.056], [-3.704, -1.903, 1.324], [2.979, -0.492, -0.335], [-1.267, 2.598, 1.330], [-1.169, -1.703, -6.959], [0.353, 0.133, -4.551], [-3.986, -2.009, -0.855], [4.953, -1.115, 2.141], [-3.770, -2.735, 3.255], [0.082, 4.528, 0.639], [-4.644, -1.886, 0.305], [6.474, -1.025, 0.623], [-2.559, 3.617, -2.285], [2.416, 2.265, 3.528], [0.201, -0.621, -5.707], [-4.870, 3.482, -1.626], [-2.630, -2.094, -0.535], [-2.359, 2.339, -1.776], [-3.122, -1.274, -5.502], [1.447, -1.580, -2.188], [2.188, 0.006, -0.935], [-1.145, -4.279, -4.224], [1.369, -0.216, 3.280], [-5.858, 3.927, -1.574], [-3.399, 1.631, -1.186], [3.356, 0.207, 0.405]]}

***

Record 5
{"formula": "C39H42Cl2N6O7PS2W", "method": "wB97M-V/def2-TZVPD", "molar_mass_g_mol": 1056.654, "total_charge": 1, "e_homo_ev": [-9.7, -9.6], "orbital_gap_ev": [4.76, 4.72], "energy_ev": -122220.8082, "de_lowest_kcal_mol": 122.8, "symbols": ["C", "C", "S", "C", "H", "H", "H", "C", "H", "P", "H", "H", "C", "O", "C", "C", "C", "C", "H", "C", "C", "H", "C", "H", "C", "H", "H", "H", "N", "C", "H", "C", "C", "H", "H", "Cl", "H", "C", "H", "C", "C", "O", "O", "C", "O", "H", "C", "C", "H", "C", "W", "H", "H", "C", "H", "C", "N", "H", "H", "H", "C", "C", "N", "N", "H", "H", "O", "C", "C", "H", "H", "H", "O", "H", "N", "C", "C", "O", "N", "H", "C", "C", "H", "C", "C", "H", "H", "H", "H", "H", "C", "C", "S", "H", "H", "C", "H", "C", "H", "Cl"], "positions_angstrom": [[2.194, -3.872, 1.696], [-1.841, -4.961, 1.409], [-3.676, -0.156, 0.456], [-5.069, 1.498, 4.378], [4.525, -1.880, -2.989], [-1.491, 7.747, -0.263], [-2.278, 4.530, 2.308], [3.164, 0.213, -4.200], [-6.528, 0.536, 1.456], [1.878, -0.541, -1.732], [3.096, -1.073, 4.249], [-0.818, -1.903, 3.402], [2.057, -1.534, 2.389], [-1.130, 0.141, 3.101], [3.212, -4.178, 2.698], [-2.097, 0.268, 2.376], [2.481, 1.139, -1.116], [-0.692, 4.846, 1.005], [2.172, -1.641, -3.775], [-3.438, 0.654, 2.866], [-1.825, -0.431, -2.444], [1.842, 0.552, 2.857], [-3.744, 1.185, 4.108], [0.350, 0.791, -4.060], [3.964, 1.265, -0.780], [3.466, -0.264, -5.134], [-3.173, 2.167, -4.115], [4.123, 2.229, -0.291], [-2.077, 0.039, 1.006], [3.132, -1.855, -1.311], [-3.290, 6.760, 1.545], [2.037, 2.279, -2.039], [-1.805, -1.915, -2.372], [-0.102, -0.926, -4.081], [1.933, 1.259, -0.185], [4.785, -4.373, 1.799], [-2.117, -5.783, 0.764], [-2.599, 1.616, -3.383], [2.723, 2.400, -2.876], [-1.593, -3.737, 0.822], [-2.537, 0.239, -3.414], [-3.990, 0.736, -0.617], [-2.151, -2.612, -3.279], [-1.479, 6.828, 0.296], [-2.133, -4.504, -1.337], [2.855, -3.987, -0.998], [-1.929, 2.280, -2.360], [1.579, -0.272, 2.205], [2.860, 1.230, -4.443], [-6.067, 1.262, 3.438], [-0.374, -0.998, 0.118], [5.128, -2.564, -1.485], [3.228, -1.802, -0.225], [2.909, -1.851, 3.518], [-3.048, -0.352, -4.163], [-5.760, 0.726, 2.194], [-1.257, -2.649, 1.538], [4.290, 0.488, -0.088], [2.863, -3.512, -2.698], [5.037, -0.815, -1.665], [3.417, -3.068, 3.700], [4.536, -1.749, -1.907], [-1.335, -2.327, -1.108], [-0.450, 5.905, 0.189], [-2.959, 1.352, 4.834], [-5.330, 1.932, 5.334], [-3.890, -1.560, 0.248], [-1.717, -5.094, 2.780], [-2.367, 6.347, 1.183], [1.032, 2.123, -2.428], [-7.094, 1.503, 3.676], [-1.210, -4.032, 4.588], [0.715, 0.007, 1.237], [-1.906, -6.043, 3.264], [-1.872, 5.128, 1.611], [-1.720, -3.602, -0.670], [-1.113, -2.788, 2.859], [0.917, -2.341, 0.422], [-1.153, 0.208, -1.457], [0.946, 7.102, -0.780], [-1.237, 1.554, -1.426], [-4.438, 0.432, 1.937], [-0.721, 2.026, -0.595], [0.732, 6.046, -0.632], [2.526, -3.220, -1.702], [4.590, 1.238, -1.672], [4.035, 0.254, -3.551], [3.070, -5.140, 3.185], [0.593, 5.566, -1.602], [2.029, 3.206, -1.464], [0.690, -0.216, -4.312], [1.994, -0.576, -3.600], [0.243, 3.474, 1.217], [0.854, -0.245, -5.392], [1.567, 5.570, -0.124], [1.724, -2.643, 1.475], [1.437, -3.223, -1.699], [-1.337, -3.984, 3.516], [-1.951, 3.358, -2.283], [4.378, -3.445, 5.075]]}

***

Number 4 is which compound?
C39H42Cl2N3S2Sb2TeZr

***

What is the formula in the fourth record?
C39H42Cl2N3S2Sb2TeZr